[1]
Below is 2 unconnected molecules or ions with the total composition C20H32O2, with properties calculated with the ωB97M-V functional and the def2-TZVPD basis.

For the maximum force, the calculation gives 2.85 eV Å⁻¹. The energy above the lowest of the compared OMol25 structures with the same formula, charge and spin is 12.2 kcal/mol. For the LUMO energy, the calculation gives 0.32 eV. The calculation puts the gap between HOMO and LUMO at 9.782 eV. Its SMILES is CC(C)[C@H]1CC[C@@H](C)[C@H]1C[C@H]1CCCC1=O.O=C1C=CCC1. The value obtained for the electronic energy is -25352.94853 eV. The HOMO energy comes out at -9.459 eV.

Positions of all 54 atoms, in Å:
1 C -0.8385 4.4263 0.7221
2 C -1.7136 3.7904 -0.3488
3 C -3.0163 4.5693 -0.5001
4 C -2.0020 2.3158 -0.0588
5 C -2.9091 1.6689 -1.1116
6 C -2.6497 0.1493 -1.0223
7 C -1.4068 -0.0456 -0.1120
8 C -0.5065 -1.1764 -0.6087
9 C -0.7671 1.3664 0.0680
10 C 0.3203 1.7378 -1.0067
11 C 1.7315 1.1963 -0.6391
12 C 2.9180 0.9506 -1.6232
13 C 4.1803 0.9413 -0.7244
14 C 3.8682 1.5991 0.6344
15 C 2.3706 1.8844 0.5846
16 O 1.8497 2.6241 1.3976
17 H -1.3689 4.4532 1.6839
18 H 0.1127 3.9056 0.8732
19 H -0.6225 5.4587 0.4291
20 H -1.1946 3.8447 -1.3106
21 H -3.6026 4.5386 0.4237
22 H -2.7831 5.6134 -0.7319
23 H -3.6242 4.1811 -1.3225
24 H -2.5187 2.2602 0.9061
25 H -2.6663 2.0379 -2.1118
26 H -3.9587 1.9078 -0.9059
27 H -2.4760 -0.2773 -2.0232
28 H -3.5110 -0.3463 -0.5867
29 H -1.7853 -0.3083 0.8859
30 H -0.3120 -1.0702 -1.6812
31 H 0.4340 -1.2825 -0.0498
32 H -1.0616 -2.1298 -0.4965
33 H -0.3094 1.4650 1.0699
34 H 0.0263 1.3264 -1.9858
35 H 0.3164 2.8321 -1.1703
36 H 1.5271 0.1671 -0.4520
37 H 2.7578 -0.0820 -1.9877
38 H 2.9512 1.5340 -2.5601
39 H 4.4403 -0.1011 -0.4980
40 H 5.0246 1.4053 -1.2440
41 H 4.0978 0.9466 1.5037
42 H 4.4807 2.5115 0.7579
43 O 3.8252 -2.7286 3.8977
44 C 2.7903 -2.1721 3.6265
45 C 2.5185 -0.7274 3.4673
46 C 1.1598 -0.5101 3.4728
47 C 0.4305 -1.8009 3.1014
48 C 1.4742 -2.9003 3.3190
49 H 3.3513 -0.0140 3.4015
50 H 0.7777 0.4725 3.1076
51 H -0.4835 -2.1761 3.5926
52 H 0.2483 -1.5639 1.9922
53 H 1.2658 -3.6405 4.0949
54 H 1.5793 -3.3989 2.3470

---

[2]
Below is a single C20H32O3 molecule, with properties calculated with the ωB97M-V functional and the def2-TZVPD basis.

For the maximum force, the calculation gives 0.67 eV Å⁻¹. The energy above the lowest of the compared OMol25 structures with the same formula, charge and spin is 18.9 kcal/mol. For the LUMO energy, the calculation gives 0.92 eV. The calculation puts the gap between HOMO and LUMO at 9.275 eV. Its SMILES is CCCCC[C@H](O)/C=C/C=C\C/C=C\C/C=C\CCCC(=O)O. The value obtained for the electronic energy is -27400.89977 eV. The HOMO energy comes out at -8.358 eV.

Positions of all 55 atoms, in Å:
1 C -8.0486 -0.6609 -0.2071
2 C -6.7173 -0.6544 0.5340
3 C -5.6485 0.1279 -0.2253
4 C -4.3136 0.1420 0.5161
5 C -3.2527 0.9223 -0.2536
6 C -1.9293 1.0860 0.5199
7 O -1.1086 2.0350 -0.1391
8 C -1.2652 -0.2461 0.7227
9 C -0.2184 -0.6991 0.0326
10 C 0.3536 -2.0094 0.2319
11 C 1.3932 -2.5109 -0.4391
12 C 2.1728 -1.8327 -1.5252
13 C 3.6161 -2.2555 -1.5420
14 C 4.4362 -2.2398 -0.5023
15 C 4.0954 -1.7787 0.8860
16 C 5.2091 -0.9347 1.4289
17 C 5.2275 0.3871 1.5052
18 C 4.1420 1.3199 1.0610
19 C 4.3561 1.7233 -0.4028
20 C 3.4223 2.8621 -0.8298
21 C 1.9775 2.4406 -0.7212
22 O 1.4326 1.6824 -1.4923
23 O 1.3611 2.9770 0.3155
24 H -8.4149 0.3546 -0.3416
25 H -8.7944 -1.2238 0.3492
26 H -7.9364 -1.1162 -1.1887
27 H -6.3774 -1.6826 0.6782
28 H -6.8547 -0.2102 1.5226
29 H -5.5083 -0.3188 -1.2124
30 H -5.9915 1.1547 -0.3730
31 H -3.9786 -0.8860 0.6654
32 H -4.4532 0.5951 1.5007
33 H -3.0420 0.4214 -1.2026
34 H -3.6291 1.9237 -0.4771
35 H -2.1443 1.5377 1.4966
36 H -0.8130 1.6604 -0.9831
37 H -1.7275 -0.8668 1.4777
38 H 0.2516 -0.0826 -0.7195
39 H -0.1242 -2.6184 0.9897
40 H 1.7212 -3.5178 -0.2145
41 H 1.7209 -2.0937 -2.4876
42 H 2.1088 -0.7458 -1.4305
43 H 3.9933 -2.6024 -2.4950
44 H 5.4578 -2.5755 -0.6292
45 H 3.1527 -1.2355 0.8790
46 H 3.9763 -2.6586 1.5279
47 H 6.0810 -1.4890 1.7536
48 H 6.1159 0.8730 1.8881
49 H 3.1605 0.8557 1.1685
50 H 4.1580 2.2166 1.6844
51 H 4.1939 0.8551 -1.0441
52 H 5.3887 2.0523 -0.5384
53 H 3.5792 3.7347 -0.1958
54 H 3.6252 3.1211 -1.8702
55 H 0.4107 2.6842 0.3480

---

[3]
Below is a molecular structure, C20H33As2FIrN3OSi, with properties calculated with the ωB97M-V functional and the def2-TZVPD basis.

For the maximum force, the calculation gives 0.39 eV Å⁻¹. The energy above the lowest of the compared OMol25 structures with the same formula, charge and spin is 3.1 kcal/mol. For the LUMO energy (spin up / spin down), the calculation gives -9.29 / -13.00 eV. The calculation puts the gap between HOMO and LUMO (spin up / spin down) at 6.721 / 4.498 eV. The net charge is +3. The value obtained for the electronic energy is -162877.04114 eV. The HOMO energy (spin up / spin down) comes out at -16.008 / -17.494 eV. As for the expectation value of S²: 8.813. The multiplicity is 6.

Positions of all 62 atoms, in Å:
1 Ir 0.1707 0.4665 0.3290
2 C -1.3400 2.2144 2.6076
3 Si -2.5028 0.9080 1.9642
4 C -3.7598 0.5120 3.2497
5 C -3.3095 1.4157 0.3780
6 N -1.3696 -0.4397 1.4550
7 C -1.4612 -1.7558 1.6570
8 C -2.5110 -2.3633 2.4250
9 C -2.5845 -3.7187 2.5946
10 C -1.6286 -4.5620 2.0142
11 C -0.5780 -4.0284 1.2601
12 C -0.5148 -2.6790 1.1087
13 F 0.5149 -2.1580 0.3828
14 H -1.9096 3.1196 2.8332
15 H -0.5550 2.5174 1.9072
16 H -0.8689 1.8796 3.5347
17 H -4.2630 1.4575 3.4748
18 H -3.3311 0.1443 4.1833
19 H -4.5287 -0.1811 2.9070
20 H -3.9359 2.2944 0.5499
21 H -3.9527 0.6193 -0.0022
22 H -2.5908 1.6714 -0.4020
23 H -3.2544 -1.7267 2.8738
24 H -3.3896 -4.1434 3.1778
25 H -1.6970 -5.6333 2.1459
26 H 0.1666 -4.6636 0.8001
27 C 2.0388 0.8954 -3.1902
28 As 2.0411 0.0742 -1.4415
29 C 2.7637 -1.6803 -1.8209
30 C 3.5635 0.9660 -0.5494
31 C 4.6359 1.5223 -1.3129
32 C 5.7538 2.1990 -0.7194
33 C 5.8089 2.3236 0.6352
34 C 4.7569 1.7702 1.4029
35 C 3.6229 1.0809 0.8134
36 As 2.1721 0.3507 1.9326
37 C 2.3785 1.2573 3.6249
38 C 2.8688 -1.4119 2.3375
39 H 2.9366 0.6166 -3.7403
40 H 1.9543 1.9778 -3.1149
41 H 1.1760 0.5053 -3.7284
42 H 3.7847 -1.5844 -2.1871
43 H 2.1413 -2.1230 -2.5980
44 H 2.7393 -2.3148 -0.9397
45 H 4.6176 1.4408 -2.3939
46 H 6.5341 2.5976 -1.3550
47 H 6.6316 2.8270 1.1252
48 H 4.8042 1.8736 2.4810
49 H 3.3475 1.0295 4.0672
50 H 1.6001 0.8669 4.2796
51 H 2.2416 2.3314 3.5177
52 H 3.9000 -1.3376 2.6787
53 H 2.8061 -2.0624 1.4692
54 H 2.2551 -1.8218 3.1398
55 N -0.5136 4.5227 -1.1237
56 C -0.5228 3.1947 -1.2093
57 N -1.2347 2.6085 -2.1808
58 O 0.1528 2.5197 -0.3716
59 H -1.0217 5.1142 -1.7610
60 H 0.0136 4.9594 -0.3863
61 H -1.8066 3.1355 -2.8214
62 H -1.3169 1.6065 -2.1973